ORCA calculation (wB97M-V/def2-TZVPD) on a 2-piece molecular cluster, C4H12 overall.

Values from the calculation:
expectation value of S²: 0.753
orbital gap (alpha / beta): 10.62 / 2.64 eV
relative energy (zero: lowest compared OMol25 entry of this formula, charge and spin): 25.99 kcal/mol
multiplicity: 2
HOMO energy (alpha / beta): -14.25 / -14.24 eV
E: -4330.1049 eV
total charge: +1
lowest unoccupied orbital energy (alpha / beta): -0.133 / -0.426 Eh

Positions of all 16 atoms, in Å:
C  -1.8325  0.9257  1.3524
C  -1.7040  -0.4287  1.9433
H  -2.9016  1.2994  1.4905
H  -1.3952  1.9077  1.6598
H  -1.6612  0.9638  0.2735
H  -1.4328  -0.4458  3.0171
H  -0.9941  -0.9445  1.2736
H  -2.6274  -1.0667  2.0320
C  2.2678  -0.4289  -1.0623
C  1.3348  -0.1532  -2.2454
H  3.1760  0.1417  -1.1015
H  1.6293  -0.1498  -0.2259
H  2.4694  -1.4816  -0.8475
H  1.5330  0.9159  -2.4718
H  0.3100  0.0378  -1.9132
H  1.4881  -0.6350  -3.1980

natural (NBO) atomic charge list, values in e, 6 entries: number 1, C, carries -0.54; number 2, C, carries -0.58; number 3, H, carries 0.41; number 4, H, carries 0.38; number 5, H, carries 0.27; number 6, H, carries 0.35